The following is a quantum chemistry calculation of a molecular structure, C23H39As2O13S2Si2Tc, from the OMol25 dataset.

CARTESIAN COORDINATES (ANGSTROEM)
Tc1 0.0753 -0.8603 -0.0525
As1 -2.9904 -0.5143 1.4502
As2 3.0203 -1.4339 1.5109
S1 0.3811 0.7980 2.3062
S2 -2.2956 3.0271 0.1395
Si1 2.5964 -0.2148 -2.1770
Si2 -0.3457 0.7903 -3.0269
O1 -3.3351 2.3935 1.0126
O2 -0.7150 -6.0704 2.0994
O3 -1.6521 -7.0902 -0.5161
O4 0.6893 0.9487 0.8421
O5 0.0862 -3.2010 1.6330
O6 -1.7213 -4.7991 -2.3860
O7 4.5635 -1.7009 1.0794
O8 -0.4524 1.8585 2.8100
O9 1.9460 -1.4498 0.1765
O10 -1.8659 -0.1915 0.2347
O11 2.4378 -2.6151 2.6389
O12 -0.1166 -0.5586 2.5142
O13 -0.6519 -2.4476 -0.9074
C1 4.4626 1.3717 4.1611
C2 3.3849 2.1189 4.6020
C3 3.0349 0.1663 2.6388
C4 -3.0999 0.3041 3.1856
C5 4.2898 0.3959 3.1879
C6 -0.7821 -3.6778 -0.4715
C7 -2.2013 0.6060 -2.8021
C8 3.3881 1.0140 -0.9864
C9 -3.2291 3.8825 -1.1383
C10 3.0353 0.4634 -3.8998
C11 -0.1011 0.4643 -4.8713
C12 -0.3850 -4.0334 0.8219
C13 -1.7142 4.4961 1.0121
C14 -4.7200 -0.3075 0.6401
C15 -1.2929 -5.9642 -0.2773
C16 1.9640 0.9473 3.0712
C17 -2.9347 -2.3796 1.8831
C18 0.1515 2.5735 -2.6678
C19 3.4317 -1.9002 -2.1820
C20 -0.7573 -5.4524 1.0589
C21 -1.3159 -4.7802 -1.2377
C22 2.1286 1.9136 4.0497
C23 0.7066 -0.4161 -2.0394
H1 2.6708 1.4274 -0.2783
H2 -4.0479 -0.0753 3.5690
H3 -2.2699 -0.0360 3.7986
H4 -3.7281 3.1163 -1.7259
H5 2.6940 -2.6988 -2.0967
H6 -2.0105 -2.6121 2.4085
H7 -0.7573 4.7944 0.5855
H8 5.4467 1.5431 4.5778
H9 -5.4590 -0.7995 1.2721
H10 0.5504 -1.3853 -2.5277
H11 1.5238 -2.9020 2.4015
H12 -2.7220 1.4046 -3.3365
H13 3.5202 2.8752 5.3640
H14 -3.1034 1.3848 3.1019
H15 5.1159 -0.2105 2.8376
H16 -3.9616 4.5274 -0.6554
H17 -2.9854 -2.9631 0.9656
H18 4.1053 -2.0020 -1.3298
H19 4.1258 0.5060 -3.9616
H20 0.7770 0.9623 -5.2760
H21 -4.6942 -0.7869 -0.3372
H22 3.9999 -2.0489 -3.1026
H23 2.6893 -0.1973 -4.6948
H24 1.2749 2.5006 4.3564
H25 -2.5235 -0.3470 -3.2269
H26 -2.4398 5.3048 0.9510
H27 -3.7954 -2.6026 2.5150
H28 4.1753 0.5145 -0.4155
H29 2.6570 1.4642 -4.1044
H30 1.1947 2.7519 -2.9277
H31 -0.9741 0.8163 -5.4256
H32 -1.5655 4.1775 2.0403
H33 0.0419 2.7959 -1.6058
H34 0.0025 -0.6046 -5.0653
H35 -4.9495 0.7489 0.5364
H36 -0.4622 3.2738 -3.2397
H37 -2.5050 0.6170 -1.7593
H38 3.8395 1.8409 -1.5375
H39 -2.5491 4.4495 -1.7712

Results
Total charge: -1
LUMO energy (spin up / spin down), eV: 1.8 / 1.8
Frontier orbital gap (spin up / spin down), eV: 6.62 / 6.81
HOMO energy (spin up / spin down), eV: -4.8 / -5.0
E, eV: -212406.8270
Energy relative to the best compared isomer or geometry (same formula, charge and spin), kcal per mole: 9.0
2S+1: 4

The following is a quantum chemistry calculation of a molecular structure, C23H39BCaN4O2 in a non-equilibrium geometry, from the OMol25 dataset.

CARTESIAN COORDINATES (ANGSTROEM)
Ca1 2.4301 0.1197 -5.2020
O1 -1.2295 2.5980 1.7975
O2 3.7753 2.7636 1.7444
N1 0.6110 0.1882 3.0498
N2 0.9986 2.3889 1.0081
N3 3.8484 0.2850 1.9342
N4 0.9644 2.3067 -1.6636
C1 1.9116 1.3627 0.4150
C2 -2.2104 -2.1958 -1.8208
C3 -5.1399 -0.5016 -0.2789
C4 0.0050 0.3834 1.7220
C5 2.2643 2.3347 -3.7222
C6 3.5351 1.6786 -3.1416
C7 1.5972 -1.3434 0.3489
C8 -1.2811 -0.5330 1.5418
C9 -0.2581 1.9508 1.5295
C10 0.6708 -2.3308 -0.4897
C11 -2.5171 -0.8575 3.7269
C12 5.2294 0.0888 1.4259
C13 -3.5907 -1.4843 -2.1909
C14 1.0452 2.6038 -2.9787
C15 -6.1707 0.4325 -1.0368
C16 -2.4150 -0.1892 2.5479
C17 0.4169 -1.8342 -1.9734
C18 0.9839 0.0893 0.4922
C19 3.3536 1.3521 -1.7159
C20 3.7904 0.2798 3.4284
C21 2.0606 1.7249 -1.1168
C22 -1.0270 -1.2592 -2.2553
C23 -4.7089 -1.7825 -1.0836
B1 3.2135 1.5064 1.3723
H1 1.0751 3.3385 0.6482
H2 -3.2432 -0.5769 4.5237
H3 -3.1644 0.6271 2.3952
H4 0.1790 3.0600 -3.5158
H5 -0.2763 -2.5858 0.0372
H6 1.0437 1.0929 3.2797
H7 -5.6319 -2.2295 -1.5415
H8 5.2206 -0.2887 0.3675
H9 4.1837 0.8466 -1.1699
H10 -2.2604 -2.3744 -0.7121
H11 4.8335 0.2436 3.8273
H12 -0.0985 0.0637 3.7781
H13 2.2755 2.6417 -4.8210
H14 -2.1266 -3.1693 -2.3638
H15 -6.6706 -0.0943 -1.8921
H16 -1.8215 -1.7026 3.9782
H17 4.4737 1.4801 -3.7116
H18 -1.1659 -0.2110 -1.8606
H19 -0.9298 -1.5756 1.7910
H20 2.6302 -1.3719 -0.0851
H21 -5.6128 -0.8448 0.6811
H22 1.6778 -1.7742 1.3881
H23 -1.1102 -1.1532 -3.3835
H24 3.3282 3.0579 2.5627
H25 3.2655 1.2171 3.7758
H26 1.1472 -0.9843 -2.2093
H27 -5.6065 1.3344 -1.3893
H28 5.7665 1.0755 1.4809
H29 5.7698 -0.6444 2.0720
H30 -3.9956 -1.8662 -3.1626
H31 0.6833 -2.6481 -2.7098
H32 -3.4851 -0.3674 -2.2085
H33 -6.9987 0.7574 -0.3517
H34 1.2521 -3.2942 -0.5624
H35 0.2697 0.2823 -0.3660
H36 -4.2457 0.1127 0.0150
H37 3.2045 -0.5737 3.8481
H38 -4.3422 -2.5381 -0.3357
H39 -1.6506 -0.4888 0.4881

Results
Total charge: +2
LUMO energy, eV: -9.7
Frontier orbital gap, eV: 3.09
HOMO energy, eV: -12.8
E, eV: -53635.2476
2S+1: 1